# 1
Entry from the Open Molecules 2025 dataset: 6 unconnected molecules or ions with the total composition C39H76O16S6 at a distorted geometry (ωB97M-V with the def2-TZVPD basis set).

## Properties
Net charge   0
LUMO energy   0.26 eV
Kohn-Sham gap   10.27 eV
E_tot   -5124.50522 hartree

```
137
Properties=species:S:1:pos:R:3:lowdin_charge:R:1
S 3.402 -1.078 -5.272 0.6463
S 3.361 4.762 5.046 0.6710
S -4.703 -3.821 -4.815 0.6754
S -0.995 7.443 1.898 0.6535
S 2.610 -1.456 3.579 0.6390
S -7.838 0.501 -2.967 0.6896
O -1.150 6.952 0.550 -0.3353
O 1.251 -1.656 3.958 -0.2478
O 2.188 -0.932 -4.508 -0.3274
O -9.003 0.561 -3.809 -0.3127
O -3.525 -3.235 -4.219 -0.3284
O 3.521 -1.495 4.662 -0.2479
O 0.035 -6.059 -1.408 0.1675
O 1.562 -4.920 -0.281 -0.0170
O -4.775 -4.100 -6.229 -0.3292
O 2.674 -0.035 2.830 -0.1600
O -1.685 6.840 3.012 -0.3209
O -6.957 -0.646 -2.976 -0.3324
O 4.277 5.440 5.927 -0.3186
O 1.694 1.172 1.182 -0.0515
O 2.517 5.489 4.127 -0.3378
O 4.563 -1.737 -4.727 -0.3218
C 2.561 -0.546 -0.871 -0.1561
C -6.986 -3.795 -3.445 -0.2100
C -1.325 9.198 1.913 -0.2340
C -6.851 1.983 -3.198 -0.2147
C -6.135 -2.864 -4.312 -0.2376
C 2.354 3.633 6.014 -0.2132
C -0.068 3.984 0.552 -0.1023
C 3.897 0.522 -5.900 -0.2306
C 3.372 -3.294 -0.097 -0.0993
C 2.269 -5.995 5.184 -0.0747
C 1.912 -0.113 1.581 -0.3623
C 3.245 -0.703 -7.907 -0.2128
C 2.720 2.219 5.541 -0.2069
C -6.038 -4.807 -2.789 -0.2195
C 1.582 -4.520 3.249 -0.1708
C 0.070 -4.852 5.285 -0.0716
C 3.025 -4.106 2.849 -0.1483
C 0.744 7.541 2.293 -0.2270
C -8.312 0.841 -1.277 -0.2281
C -7.227 1.782 -0.763 -0.2195
C -0.632 -3.878 -0.832 -0.1132
C 0.342 -5.061 -0.884 -0.5164
C -5.121 -5.302 -3.902 -0.2313
C 4.166 2.265 5.035 -0.2130
C 2.795 -0.907 0.608 -0.2019
C -0.185 2.457 0.360 -0.2006
C 3.182 -2.662 2.361 -0.2706
C 1.074 9.037 2.379 -0.2049
C 4.307 0.249 -7.343 -0.2203
C 1.524 -4.699 4.782 -0.4279
C 2.622 -2.413 0.928 -0.2273
C 2.422 -4.039 -1.014 -0.1610
C 0.427 1.710 1.572 -0.1658
C 3.903 -0.098 -1.501 -0.0702
C -6.972 2.784 -1.896 -0.2117
C -0.841 -3.379 -2.294 -0.0645
C 3.021 -1.808 -6.867 -0.2168
C -0.215 9.768 2.796 -0.2195
C 4.255 3.501 4.146 -0.2216
H -1.563 -4.150 -0.345 0.1173
H -8.376 -0.091 -0.719 0.1079
H 4.257 -2.479 2.264 0.1461
H 1.993 -6.307 6.192 0.0752
H 3.671 -4.209 3.723 0.1084
H -2.326 9.383 2.296 0.1060
H 3.698 -2.647 -7.020 0.1056
H 2.979 -4.599 -1.772 0.1412
H 4.132 0.941 -1.252 0.0827
H -5.824 1.674 -3.386 0.1070
H 4.431 1.360 4.489 0.1025
H 0.992 -0.692 1.724 0.1529
H 2.600 3.784 7.063 0.1040
H 1.845 0.261 -1.017 0.1057
H 4.009 -4.041 0.381 0.1186
H 2.232 -1.388 -1.480 0.0859
H 4.372 1.171 -7.920 0.1155
H 2.060 1.920 4.724 0.1019
H 5.275 3.835 3.967 0.1079
H 0.963 4.278 0.356 0.0814
H -6.313 1.221 -0.554 0.1197
H 1.955 -6.759 4.472 0.0803
H 3.548 -1.123 -8.866 0.1144
H -4.213 -5.778 -3.537 0.1066
H -0.347 4.218 1.579 0.0674
H -1.241 9.561 0.889 0.1055
H 2.315 -0.155 -8.069 0.1177
H 4.023 -2.705 -0.745 0.1165
H -0.623 -4.172 -3.006 0.0822
H -9.284 1.333 -1.300 0.1090
H 3.028 1.178 -5.854 0.1097
H 1.399 9.401 1.401 0.1153
H 4.702 0.922 -5.288 0.1085
H -0.191 -2.516 -2.450 0.0660
H -5.782 -2.013 -3.756 0.0593
H -0.294 0.944 1.875 0.1270
H 1.316 7.040 1.516 0.1042
H 4.723 -0.708 -1.115 0.0704
H -6.670 -2.532 -5.199 0.1094
H -0.629 -4.270 4.684 0.0726
H 2.596 1.493 6.343 0.1206
H 3.350 -5.843 5.166 0.0701
H 0.414 2.191 -0.515 0.0997
H -5.449 -4.311 -2.013 0.1177
H -7.549 -3.229 -2.705 0.1039
H 0.821 -3.809 2.930 0.0983
H -0.177 -5.917 5.227 0.0727
H -1.194 2.115 0.129 0.1038
H -0.098 -3.097 -0.284 0.0870
H -7.533 2.280 0.156 0.1166
H -7.708 -4.326 -4.070 0.1183
H 3.394 -4.832 2.127 0.1128
H 3.740 3.342 3.198 0.1045
H 0.896 7.037 3.245 0.0796
H -1.860 -3.045 -2.477 0.0483
H -5.649 -5.971 -4.582 0.1064
H 5.287 -0.233 -7.367 0.1197
H 3.895 -0.232 -2.581 0.0345
H 1.303 3.860 5.844 0.1025
H -0.013 -4.607 6.344 0.0765
H 1.799 -3.340 -1.586 0.1045
H 3.830 -0.665 0.865 0.1490
H 1.565 -2.690 0.848 0.1280
H 1.887 9.218 3.081 0.1157
H -6.076 3.377 -1.716 0.1161
H 0.529 2.389 2.423 0.1172
H 4.851 2.364 5.880 0.1222
H 1.966 -3.827 5.269 0.1148
H 1.992 -2.159 -6.861 0.1052
H -6.581 -5.630 -2.324 0.1134
H -0.431 9.560 3.847 0.1188
H -0.722 4.467 -0.169 0.0625
H 1.350 -5.503 2.831 0.1136
H -7.235 2.534 -4.054 0.1040
H -7.814 3.476 -1.966 0.1175
H -0.126 10.847 2.678 0.1124
```

# 2
Entry from the Open Molecules 2025 dataset: 7 unconnected molecules or ions with the total composition C39H78N10P at a distorted geometry (ωB97M-V with the def2-TZVPD basis set).

## Properties
Net charge   +1
LUMO energy   -1.88 eV
Kohn-Sham gap   4.75 eV
E_tot   -2420.76701 hartree

```
128
Properties=species:S:1:pos:R:3:lowdin_charge:R:1
P -2.520 2.339 0.298 0.9432
N 6.508 -3.073 -1.146 0.1027
N -1.019 -10.170 -0.792 0.0981
N -3.232 3.464 1.525 -0.4938
N -6.452 0.731 1.676 0.0995
N -3.792 2.592 2.492 0.0251
N 0.298 -1.432 -1.389 -0.0182
N 1.081 -0.922 -2.474 0.0103
N 6.719 4.605 -1.291 0.1213
N -8.145 -4.135 3.020 0.1232
N -4.145 5.128 -0.199 0.0006
C 6.485 0.513 -0.856 -0.2728
C 8.000 7.820 -2.911 -0.1129
C 5.948 6.363 -3.303 -0.1905
C 6.021 -1.912 -1.207 -0.1656
C 1.463 1.485 -5.416 -0.1154
C -0.931 -4.972 -0.643 -0.1120
C -6.615 -0.299 2.386 -0.1089
C 0.167 4.490 0.877 -0.2200
C 2.221 4.965 -0.727 -0.2112
C -0.183 -4.416 0.565 -0.2669
C 1.340 5.586 0.509 -0.2024
C -0.054 -2.114 -0.388 -0.0458
C -6.136 -1.344 4.599 -0.2610
C 6.370 5.402 -2.203 -0.1549
C -1.224 5.227 1.446 -0.1737
C -6.812 -1.540 3.241 -0.2145
C -0.637 -7.763 -3.733 -0.1193
C 6.971 0.306 0.575 -0.1087
C -2.189 4.241 2.309 -0.1563
C 1.761 -0.830 -3.532 0.0002
C -4.633 -1.112 4.485 -0.1098
C -0.339 -10.078 -1.849 -0.1676
C 5.433 -0.512 -1.281 -0.1990
C 2.582 -0.719 -4.807 -0.2043
C 7.186 7.016 -3.921 -0.2747
C -6.814 -6.262 5.599 -0.2735
C -8.024 -6.371 4.669 -0.1835
C -3.799 1.077 -0.342 -0.2930
C 0.482 -9.967 -3.124 -0.1957
C 3.622 3.533 1.183 -0.2375
C -4.391 4.280 1.014 -0.2340
C -8.090 -5.149 3.767 -0.1165
C -1.069 1.329 1.016 -0.2779
C 2.779 0.754 -5.168 -0.2788
C 0.679 -8.494 -3.485 -0.2772
C 2.912 2.035 1.194 -0.1321
C -0.479 -2.936 0.818 -0.2281
C -5.490 -6.189 4.845 -0.1132
C 3.633 4.257 -0.288 -0.2294
H -6.911 -5.372 6.233 0.1089
H -4.246 0.464 0.580 0.0263
H 2.065 -1.248 -5.615 0.1009
H 7.699 1.078 0.845 0.0767
H 0.463 3.719 1.711 0.0909
H 7.831 6.247 -4.364 0.1145
H 1.222 -7.983 -2.681 0.1096
H 3.553 -1.201 -4.652 0.1123
H -0.812 6.045 2.213 0.1364
H 0.835 6.593 0.115 0.1201
H 0.897 1.010 -6.225 0.0794
H -7.954 -7.272 4.050 0.1211
H -1.203 -8.238 -4.543 0.0786
H 0.835 1.503 -4.520 0.0655
H 1.838 2.027 1.680 0.0379
H 3.399 0.822 -6.068 0.1115
H -1.092 0.170 0.731 0.0580
H 6.873 7.681 -4.733 0.1112
H -6.388 -2.407 2.721 0.0946
H 3.322 1.265 -4.363 0.1019
H -4.689 5.026 1.897 0.1669
H -0.712 -6.037 -0.768 0.0657
H -3.065 1.941 2.864 0.0949
H 8.857 8.291 -3.402 0.0765
H -0.462 -4.994 1.452 0.1116
H 7.391 8.609 -2.456 0.0785
H 6.137 0.361 1.285 0.0654
H -6.312 -2.231 5.218 0.1067
H 5.107 -0.313 -2.308 0.0990
H -0.035 -10.496 -3.932 0.1163
H 3.590 1.362 1.910 0.0810
H -5.380 3.657 0.801 0.1545
H -8.946 -6.434 5.257 0.1174
H 1.453 -10.449 -2.970 0.1137
H -0.035 1.723 0.568 0.0433
H 3.832 3.390 -1.083 0.1071
H -4.188 -1.006 5.480 0.0778
H -4.143 -1.952 3.980 0.0774
H 4.554 -0.455 -0.629 0.1016
H 0.069 -2.589 1.700 0.0969
H -5.434 -5.297 4.213 0.0591
H 8.393 7.184 -2.111 0.0709
H -4.654 -6.141 5.549 0.0756
H 1.299 -8.426 -4.386 0.1100
H -3.273 0.247 -1.020 0.0879
H 4.557 4.994 -0.396 0.0765
H 1.654 2.525 -5.699 0.0718
H -5.352 -7.071 4.210 0.0824
H 2.928 1.505 0.145 0.0749
H -1.548 -2.783 1.000 0.0965
H 5.393 5.812 -4.069 0.1132
H -1.265 -7.745 -2.837 0.0613
H -0.634 -4.469 -1.569 0.0692
H -0.988 1.394 2.193 0.0572
H -1.489 3.460 2.869 0.1341
H -4.041 6.118 0.164 0.0921
H 3.186 4.180 2.055 0.0957
H -7.884 -1.717 3.377 0.0954
H -2.765 4.818 3.162 0.1561
H -6.588 -0.492 5.120 0.1162
H 5.282 7.123 -2.882 0.1151
H -4.676 1.610 -0.919 0.0692
H 1.611 4.202 -1.412 0.1149
H -0.160 3.983 -0.144 0.0858
H 7.465 -0.663 0.698 0.0714
H -3.249 4.935 -0.690 0.0505
H -1.737 5.837 0.590 0.1028
H 1.997 5.910 1.437 0.1195
H 2.499 5.883 -1.433 0.1079
H 4.764 3.336 1.467 0.1137
H -0.446 -6.722 -4.016 0.0711
H 7.347 0.465 -1.533 0.1153
H -4.625 2.096 2.113 0.0433
H -6.796 -7.131 6.266 0.1135
H 6.061 1.520 -0.945 0.0882
H 0.893 -4.559 0.412 0.1144
H -4.406 -0.196 3.930 0.0457
H -2.014 -4.858 -0.520 0.0797
```

Number 1 is which compound?
C39H76O16S6